Formula: C5H9NO
Source: OMol25
Level of theory: ωB97M-V/def2-TZVPD

Output
DFT total energy: -8868.2508 eV
HOMO-LUMO gap: 10.199 eV
ΔE to the lowest compared entry with this formula, charge and spin: 92.8 kJ/mol

XYZ file:
```
16
Properties=species:S:1:pos:R:3:forces:R:3:lowdin_charge:R:1
O 1.22353 -1.73468 0.73412 -0.3 0.2 -0.1 0.0788
N 0.59666 -0.08430 -0.80911 0.2 -0.1 0.1 -0.0961
C -1.16762 0.13956 1.91027 0.0 0.0 0.1 -0.0613
C 0.45620 -0.93995 0.23919 0.2 -0.1 0.0 -0.4548
C -0.70481 0.55591 -0.65120 -0.1 0.1 -0.1 -0.0923
C 1.75610 0.15160 -1.62690 0.1 0.0 -0.1 -0.0303
C -0.96698 -0.43298 0.52036 -0.1 -0.1 0.1 -0.2361
H -0.63681 1.60993 -0.35301 -0.1 -0.2 0.0 0.1184
H 2.60536 0.46647 -1.00829 -0.1 -0.1 -0.2 0.0919
H 2.00833 -0.77481 -2.14997 0.2 0.2 0.0 0.0903
H -1.04027 -0.65042 2.65629 0.0 0.1 -0.1 0.0834
H 1.55094 0.93240 -2.36313 0.0 -0.1 0.1 0.0871
H -1.72209 -1.18735 0.27755 0.1 0.1 0.0 0.1429
H -1.36405 0.45913 -1.52298 0.1 0.0 0.2 0.1148
H -0.42770 0.92065 2.12050 -0.1 -0.1 0.0 0.0866
H -2.16678 0.56884 2.02631 0.1 0.0 0.0 0.0764
```
Positions in Å, forces in eV/Å.